(1)
The following is a quantum chemistry calculation of an isolated molecule of C12H10OS in a non-equilibrium geometry, from the OMol25 dataset.

Last column: Löwdin charge in e.
Cartesian coordinates (Å):
C (-1.4656, 1.9487, -1.9745)  -0.089
C (-1.7722, 2.7876, -0.9870)  -0.113
C (-0.7392, 0.7378, -1.7659)  0.020
C (-1.6202, 2.4126, 0.3478)  -0.016
C (-0.5701, 0.3804, -0.4589)  -0.144
C (-0.9972, 1.2462, 0.6064)  -0.102
C (0.1226, -0.7035, 0.1238)  -0.175
C (-0.6154, 0.6187, 1.9035)  -0.297
C (0.1221, -0.6289, 1.4974)  -0.130
C (0.6296, -1.9239, -0.6318)  -0.738
C (0.9842, -1.4397, 2.3378)  -0.022
C (2.0300, -1.9656, -1.1526)  -0.094
O (-0.9667, 1.0115, 2.9671)  0.155
S (-0.3391, -3.2112, -0.6862)  0.802
H (-1.6475, 2.2413, -3.0231)  0.115
H (-2.3326, 3.7458, -1.2975)  0.137
H (-0.2444, 0.2705, -2.5291)  0.085
H (-1.6548, 3.1511, 1.2449)  0.160
H (1.1203, -2.4303, 1.9701)  0.069
H (0.7921, -1.5168, 3.3180)  0.041
H (2.0316, -0.9910, 2.2599)  0.129
H (1.9785, -1.2638, -1.8732)  0.040
H (2.2967, -2.8680, -1.6457)  0.069
H (2.8574, -1.6094, -0.5511)  0.097

Atoms 1-6, force components in eV/Å:
1.38 -1.39 -2.76
-2.79 2.76 0.11
-1.43 1.95 2.28
1.19 2.15 2.53
-0.93 2.14 0.00
-0.01 -1.08 -1.39

Values from the calculation:
**E_HOMO**: -8.43 eV
**2S+1**: 1
**SMILES string**: CC(=S)C1=C(C)C(=O)c2ccccc21
**Energy**: -936.61753 Eh
**Energy above the lowest of the compared OMol25 structures with the same formula, charge and spin**: 0.0 kcal/mol
**LUMO energy**: -0.0270 hartree

---

(2)
The following is a quantum chemistry calculation of an isolated ion of composition C4H12NO2 and charge +1 in a non-equilibrium geometry, from the OMol25 dataset.

Last column: Löwdin charge in e.
Cartesian coordinates (Å):
C (-0.2349, 1.8600, -0.4213)  -0.198
O (-0.0481, 1.9025, -1.8061)  -0.039
C (0.2477, 0.4895, 0.1056)  -0.245
C (-0.8282, -0.2061, 0.9218)  -0.127
C (-0.2354, -1.3806, 1.7288)  -0.196
O (0.4493, -2.2951, 0.8383)  -0.083
N (0.6746, -0.3412, -1.0890)  0.221
H (-1.2885, 2.0064, -0.1632)  0.128
H (0.2506, 2.6287, 0.1917)  0.138
H (-0.2693, 2.7418, -2.2183)  0.122
H (1.1578, 0.5332, 0.7037)  0.164
H (-1.6436, -0.5629, 0.2937)  0.136
H (-1.1398, 0.4664, 1.7175)  0.137
H (-1.0493, -1.9398, 2.1651)  0.123
H (0.4597, -1.0140, 2.4790)  0.131
H (-0.2315, -2.7742, 0.3404)  0.106
H (-0.1122, -0.6291, -1.6642)  0.173
H (1.3222, 0.2283, -1.6264)  0.166
H (1.1217, -1.1822, -0.7300)  0.143

Atoms 1-6, force components in eV/Å:
-0.56 0.36 1.12
0.59 -0.15 -0.38
-0.46 -0.02 -0.35
1.25 -0.86 0.88
-0.50 -0.33 -1.47
0.05 0.29 -0.09

Values from the calculation:
**Net charge**: +1
**E_HOMO**: -14.68 eV
**2S+1**: 1
**SMILES string**: [NH3+][C@@H](CO)CCO
**Energy**: -364.58701 Eh
**Energy above the lowest of the compared OMol25 structures with the same formula, charge and spin**: 30.3 kcal/mol
**LUMO energy**: -0.1167 hartree

---

(3)
The following is a quantum chemistry calculation of a 2-piece molecular cluster, C6H15NO4P overall in a non-equilibrium geometry, from the OMol25 dataset.

Last column: Löwdin charge in e.
Cartesian coordinates (Å):
O (3.7691, -1.7521, 2.5965)  0.137
C (3.2676, -1.4712, 1.5393)  -0.552
O (3.1100, -0.1847, 1.1724)  0.140
C (2.8151, -2.5485, 0.5772)  -0.134
C (1.3490, -2.4316, 0.1439)  -0.267
P (0.1929, -2.4192, 1.5324)  0.973
O (-0.7652, -1.2111, 1.4863)  -0.227
H (2.6426, -0.1297, 0.3346)  0.105
H (3.0645, -3.5085, 0.9948)  0.129
H (3.4121, -2.4417, -0.3218)  0.137
H (1.1062, -3.2988, -0.4540)  0.103
H (1.1856, -1.5475, -0.4600)  0.097
H (0.8350, -2.4418, 2.7743)  0.067
H (-0.6141, -3.5530, 1.4683)  0.053
H (-0.4164, -0.4903, 0.8671)  0.045
C (-1.4155, 1.7766, -0.0506)  -0.287
O (-0.8226, 0.6951, -0.1527)  -0.041
N (-2.0108, 2.3896, -1.0536)  -0.172
C (-2.6959, 3.6633, -0.8792)  -0.024
C (-1.9843, 1.7767, -2.3777)  -0.015
H (-1.4877, 2.3111, 0.9044)  0.152
H (-3.7457, 3.5557, -1.1494)  0.100
H (-2.2375, 4.4174, -1.5179)  0.100
H (-2.6284, 3.9878, 0.1556)  0.091
H (-2.4550, 0.7953, -2.3412)  0.098
H (-0.9539, 1.6530, -2.7082)  0.097
H (-2.5169, 2.4083, -3.0808)  0.095

Atoms 1-6, force components in eV/Å:
-0.40 0.33 -0.61
0.71 -0.50 1.19
-0.25 -0.18 0.08
0.05 0.65 -0.47
0.37 -0.42 0.66
-0.29 -0.35 0.08

Values from the calculation:
**Net charge**: +1
**E_HOMO**: -13.09 eV
**2S+1**: 1
**Energy**: -934.47037 Eh
**LUMO energy**: -0.1194 hartree

---

(4)
The following is a quantum chemistry calculation of a 6-piece molecular cluster, C35H55FIN5O11 overall in a non-equilibrium geometry, from the OMol25 dataset.

Last column: Löwdin charge in e.
Cartesian coordinates (Å):
C (6.8852, 0.4230, 3.9159)  -0.094
O (5.9818, 0.9820, 2.9659)  -0.203
C (4.7900, 1.4710, 3.5727)  -0.148
C (3.6051, 0.9181, 2.7966)  -0.084
C (3.7103, -0.3880, 2.3224)  0.055
C (2.6906, -1.0103, 1.6462)  -0.122
C (2.9629, -2.4654, 1.2437)  0.001
C (1.9182, -3.3352, 1.9502)  -0.432
O (1.2406, -2.9496, 2.8562)  0.147
F (1.7284, -4.6278, 1.5562)  0.091
C (1.4729, -0.3590, 1.3797)  -0.059
C (0.2987, -1.0101, 0.6749)  -0.090
O (0.6464, -1.9879, -0.3121)  -0.010
C (1.2174, -1.4478, -1.4230)  -0.508
C (1.8441, -2.4744, -2.3655)  0.020
O (1.2133, -0.2734, -1.6977)  0.116
C (1.3766, 0.9384, 1.8466)  -0.017
C (2.4153, 1.5694, 2.5470)  -0.025
C (2.1875, 2.9913, 3.0670)  -0.287
O (3.0416, 3.8445, 3.0981)  0.113
C (0.7685, 3.2443, 3.5393)  0.073
C (-0.2107, 2.6452, 2.8814)  -0.153
C (-1.6803, 2.7452, 3.2490)  -0.119
C (-2.1685, 1.2996, 3.5553)  -0.311
C (-1.4989, 0.7102, 4.8045)  -0.627
I (-2.4309, -1.1897, 5.2900)  0.732
C (0.1233, 1.7836, 1.6716)  -0.249
O (-0.5389, 1.8197, 0.6609)  0.112
H (6.4879, -0.5287, 4.3115)  0.081
H (7.0434, 1.1411, 4.7351)  0.092
H (7.8209, 0.2274, 3.3814)  0.090
H (4.7484, 1.1083, 4.6167)  0.138
H (4.8264, 2.5630, 3.6247)  0.119
H (4.6413, -0.9189, 2.5069)  0.130
H (2.8649, -2.5324, 0.1576)  0.110
H (3.9578, -2.7487, 1.6053)  0.127
H (-0.3870, -0.2960, 0.2125)  0.116
H (-0.2933, -1.5379, 1.4391)  0.143
H (1.7848, -3.4715, -1.9065)  0.088
H (1.2066, -2.5051, -3.2681)  0.063
H (2.8846, -2.2367, -2.6000)  0.094
H (0.5940, 3.8715, 4.4129)  0.134
H (-1.7682, 3.2908, 4.1993)  0.119
H (-2.2963, 3.2374, 2.4906)  0.124
H (-3.2527, 1.2743, 3.7325)  0.093
H (-1.9769, 0.6060, 2.7241)  0.092
H (-0.4371, 0.4766, 4.6784)  0.037
H (-1.5996, 1.3495, 5.6888)  0.052
C (-7.4381, -0.7217, 7.5886)  -0.012
C (-6.7981, -0.0665, 6.3891)  -0.562
O (-6.0075, 0.8552, 6.4992)  0.016
N (-7.1323, -0.5410, 5.1584)  0.004
C (-8.0442, -1.6196, 4.8279)  -0.078
H (-7.0753, -0.2382, 8.4908)  0.082
H (-8.5228, -0.6123, 7.5473)  0.083
H (-7.1728, -1.7791, 7.6298)  0.084
H (-6.6687, -0.0594, 4.4045)  0.135
H (-7.5006, -2.3885, 4.2759)  0.083
H (-8.8415, -1.2296, 4.1924)  0.082
H (-8.4816, -2.0615, 5.7169)  0.071
C (-0.8175, 3.3751, -4.8014)  -0.004
C (-2.2437, 3.2824, -4.3165)  -0.540
O (-3.1900, 3.6311, -5.0127)  0.006
N (-2.4511, 2.7952, -3.0708)  0.014
C (-1.4627, 2.3347, -2.1066)  -0.074
H (-0.8115, 3.7809, -5.8094)  0.078
H (-0.2400, 4.0379, -4.1562)  0.086
H (-0.3589, 2.3856, -4.8216)  0.085
H (-3.4243, 2.7609, -2.8112)  0.139
H (-1.6698, 1.2924, -1.8632)  0.082
H (-1.5500, 2.9306, -1.2009)  0.069
H (-0.4527, 2.4165, -2.4932)  0.077
C (4.0148, -4.6681, 4.2362)  -0.005
C (5.2936, -4.1760, 4.8694)  -0.548
O (5.3995, -3.0480, 5.3264)  0.024
N (6.3451, -5.0365, 4.9171)  0.005
C (6.4114, -6.4023, 4.4310)  -0.076
H (3.2728, -3.8757, 4.2722)  0.073
H (4.1932, -4.9333, 3.1920)  0.082
H (3.6264, -5.5299, 4.7797)  0.094
H (7.1652, -4.6433, 5.3516)  0.139
H (6.6508, -7.0651, 5.2643)  0.083
H (7.2049, -6.4763, 3.6853)  0.083
H (5.4733, -6.7154, 3.9852)  0.073
C (-3.1581, 6.8482, -9.7692)  -0.017
C (-4.3561, 5.9288, -9.7683)  -0.564
O (-5.0528, 5.7732, -10.7610)  0.016
N (-4.6404, 5.2710, -8.6170)  0.007
C (-3.9343, 5.3259, -7.3437)  -0.078
H (-3.0594, 7.2993, -10.7524)  0.079
H (-3.2891, 7.6425, -9.0332)  0.082
H (-2.2488, 6.2865, -9.5508)  0.081
H (-5.4507, 4.6763, -8.6867)  0.138
H (-3.5943, 4.3286, -7.0849)  0.056
H (-4.6261, 5.6704, -6.5741)  0.085
H (-3.0816, 5.9963, -7.3848)  0.073
C (-0.6414, -2.8308, -6.5631)  -0.005
C (0.5447, -3.4688, -5.8844)  -0.537
O (0.5257, -3.7816, -4.7013)  0.008
N (1.6551, -3.6917, -6.6318)  0.010
C (1.8682, -3.3930, -8.0362)  -0.073
H (-1.4446, -2.7187, -5.8408)  0.084
H (-0.3751, -1.8435, -6.9432)  0.086
H (-0.9943, -3.4606, -7.3807)  0.086
H (2.4071, -4.1198, -6.1150)  0.141
H (2.1009, -4.3187, -8.5648)  0.084
H (2.7163, -2.7128, -8.1299)  0.084
H (0.9936, -2.9359, -8.4863)  0.073

Atoms 1-6, force components in eV/Å:
-0.21 0.03 -0.21
0.06 -0.02 0.25
0.24 -0.10 0.18
0.36 -0.05 -0.05
0.25 0.30 0.24
0.09 -1.03 -0.22

Values from the calculation:
**E_HOMO**: -8.84 eV
**2S+1**: 1
**SMILES string**: COCc1cc(CC(=O)F)c(COC(C)=O)c2c1C(=O)C=C(CCCI)C2=O.CNC(C)=O.CNC(C)=O.CNC(C)=O.CNC(C)=O.CNC(C)=O
**Energy**: -2865.69616 Eh
**Energy above the lowest of the compared OMol25 structures with the same formula, charge and spin**: 18.7 kcal/mol
**LUMO energy**: -0.0257 hartree

---

> Which formula does entry 1 have?

C12H10OS